{
  "formula": "C19H17NO4S",
  "method": "the ωB97M-V functional and the def2-TZVPD basis",
  "smiles": "Cc1cc(C)cc(N2C(=O)C[C@H](Sc3ccccc3C(=O)O)C2=O)c1",
  "total_energy_ev": -40496.018,
  "homo_lumo_gap_ev": 8.79,
  "homo_ha": -0.321,
  "lumo_energy_ev": 0.06,
  "species": ["C", "C", "C", "C", "C", "C", "C", "H", "C", "H", "H", "H", "H", "N", "C", "O", "C", "C", "C", "O", "H", "H", "H", "S", "C", "C", "C", "C", "C", "C", "C", "O", "O", "H", "H", "H", "H", "H", "H", "H", "H", "H"],
  "xyz": [[0.6613, 3.7414, 2.4629], [0.7572, 3.0383, 1.1425], [0.9599, 1.6679, 1.0879], [1.0452, 1.0261, -0.1426], [0.9449, 1.7527, -1.3189], [0.7356, 3.1256, -1.2742], [0.6416, 3.7546, -0.0428], [0.4793, 4.8224, 0.0000], [0.6359, 3.9033, -2.5508], [1.6272, 4.0373, -2.9841], [0.2045, 4.8856, -2.3762], [0.0241, 3.3707, -3.2756], [1.0165, 1.2569, -2.2731], [1.2420, -0.3812, -0.1943], [1.9719, -1.0884, 0.7626], [2.6183, -0.6087, 1.6481], [1.8277, -2.5594, 0.4290], [1.3923, -2.5644, -1.0212], [0.7602, -1.1966, -1.2063], [-0.0014, -0.8704, -2.0768], [0.7016, -3.3609, -1.2936], [2.2588, -2.6251, -1.6856], [2.7505, -3.0975, 0.6448], [0.6055, -3.3668, 1.5628], [-0.9318, -3.1028, 0.6849], [-1.4256, -4.1879, -0.0262], [-2.5842, -4.0733, -0.7734], [-3.2542, -2.8618, -0.8237], [-2.7834, -1.7840, -0.0999], [-1.6294, -1.8920, 0.6750], [-1.2033, -0.7384, 1.5021], [-0.3918, -0.7826, 2.3911], [-1.8420, 0.3950, 1.1810], [-1.5067, 1.1256, 1.7262], [-3.3061, -0.8413, -0.1190], [-4.1468, -2.7590, -1.4212], [-2.9540, -4.9251, -1.3239], [-0.8861, -5.1223, 0.0140], [1.0616, 1.1011, 1.9995], [1.4845, 4.4461, 2.5721], [0.7065, 3.0327, 3.2857], [-0.2680, 4.3063, 2.5309]],
  "forces_ev_per_angstrom": [[0.04, 0.04, -0.01], [-0.02, -0.14, -0.08], [0.07, 0.06, 0.08], [0.01, 0.36, -0.12], [0.05, -0.07, 0.09], [0.00, 0.01, 0.14], [-0.01, -0.12, -0.07], [-0.03, 0.15, -0.02], [0.06, -0.01, -0.02], [0.03, 0.05, -0.08], [-0.03, 0.07, -0.04], [-0.05, 0.02, -0.09], [-0.03, -0.05, -0.07], [-0.05, 0.50, 0.12], [0.36, -0.29, 0.00], [0.06, 0.00, 0.11], [-0.30, -0.41, 0.37], [0.01, -0.09, -0.13], [-0.08, -0.53, -0.36], [0.03, 0.04, -0.10], [0.05, 0.14, -0.01], [-0.02, 0.06, 0.00], [-0.01, 0.17, -0.06], [0.15, -0.19, -0.21], [0.42, 0.01, 0.31], [-0.09, 0.01, -0.01], [-0.06, 0.04, -0.02], [-0.02, -0.07, -0.02], [0.10, 0.08, 0.11], [-0.29, -0.19, -0.23], [0.21, 0.31, 0.53], [-0.14, 0.10, 0.06], [-0.43, 0.18, -0.26], [0.14, -0.28, -0.02], [-0.04, 0.05, -0.03], [-0.08, 0.01, -0.05], [-0.04, -0.07, -0.05], [0.06, -0.05, -0.03], [0.00, -0.01, 0.02], [0.03, 0.06, 0.09], [-0.01, -0.01, 0.09], [-0.04, 0.04, 0.07]]
}


{
  "formula": "C19H18BrCoN3O2S",
  "method": "the ωB97M-V functional and the def2-TZVPD basis",
  "multiplicity": 5,
  "s2": 6.027,
  "total_charge": 3,
  "total_energy_ev": -147035.252,
  "homo_lumo_gap_ev": [8.31, 4.37],
  "homo_ha": [-0.657, -0.658],
  "lumo_energy_ev": [-9.58, -13.53],
  "species": ["Co", "O", "C", "C", "C", "N", "C", "Br", "C", "H", "H", "H", "H", "C", "C", "C", "C", "C", "C", "C", "S", "C", "O", "H", "H", "H", "H", "H", "H", "H", "H", "H", "H", "N", "C", "C", "C", "C", "N", "C", "C", "H", "H", "H", "H"],
  "xyz": [[0.6840, -0.7051, 0.9005], [-1.8271, -5.6348, 3.0937], [-1.4816, -4.5160, 2.5150], [-1.7266, -4.2891, 1.0977], [-1.1562, -3.2049, 0.5532], [-0.4989, -2.2374, 1.2922], [-0.3314, -2.4259, 2.6393], [0.6040, -1.0154, 3.4864], [-0.8509, -3.5108, 3.2882], [-2.2596, -6.2508, 2.4336], [-2.3140, -4.9822, 0.5201], [-1.0458, -2.9623, -0.4943], [-0.6015, -3.5976, 4.3718], [-3.6755, 4.1882, -3.2142], [-2.8909, 3.7111, -2.0067], [-1.5542, 3.3413, -2.1648], [-0.7595, 3.0061, -1.0735], [-1.4045, 2.8815, 0.1594], [-2.7390, 3.2435, 0.3833], [-3.4643, 3.6682, -0.7023], [-0.5253, 2.1575, 1.6016], [0.6252, 3.4699, 1.9199], [0.3665, 1.1284, 0.7884], [-3.2306, 5.0252, -3.7264], [-4.6897, 4.5598, -2.9305], [-3.8511, 3.3543, -3.9038], [-1.1342, 3.4524, -3.1853], [0.2929, 2.7410, -1.1893], [-3.2323, 3.0456, 1.3113], [-4.5267, 3.9609, -0.6267], [0.3418, 4.3795, 1.3671], [1.6021, 3.0149, 1.6032], [0.6361, 3.7397, 3.0014], [6.4709, -3.0605, -2.9242], [5.6124, -2.6195, -2.2605], [4.5370, -2.1159, -1.5090], [3.6052, -1.2899, -2.1110], [2.4664, -1.0155, -1.3772], [2.3799, -1.3371, -0.0594], [3.2830, -2.1579, 0.4846], [4.4327, -2.4759, -0.1905], [3.7606, -0.8838, -3.1639], [1.6951, -0.3528, -1.7626], [3.0969, -2.4594, 1.5042], [5.2788, -2.9688, 0.2599]],
  "forces_ev_per_angstrom": [[0.75, -1.32, -0.01], [-0.66, -0.70, -0.85], [-0.39, 0.54, -1.23], [0.23, -0.57, 2.06], [1.42, 2.19, 0.15], [0.38, -0.52, 0.92], [-1.60, -0.76, -1.90], [0.11, -0.18, 0.25], [1.06, -0.02, 1.24], [0.56, 0.67, 1.12], [0.11, -0.24, -0.15], [-0.73, -0.44, -0.20], [-0.64, -0.40, -0.99], [-1.38, -0.18, 1.92], [-1.25, 0.96, -1.44], [2.55, -0.02, -0.34], [-0.33, -0.21, -1.76], [-0.27, -0.03, 1.63], [-0.32, -0.21, -1.02], [-1.31, 0.23, 0.65], [0.45, -1.05, -2.00], [0.90, 0.62, 0.61], [-0.98, 1.96, 0.66], [0.77, 0.11, -0.41], [0.74, -0.44, 0.02], [0.36, -0.02, -0.19], [-0.08, -0.30, 0.84], [-0.32, 0.18, 0.03], [-0.08, 0.22, 0.57], [0.66, -0.28, 0.20], [0.36, -0.40, 0.03], [-0.76, 0.76, 0.23], [-0.02, -0.45, -0.70], [-1.99, 1.01, 1.59], [3.10, -1.17, -2.31], [0.15, 0.40, -0.36], [-0.92, 0.47, -1.58], [0.98, 1.15, 0.63], [-1.58, -0.42, -0.89], [0.26, 0.88, 0.48], [0.08, -0.55, 0.55], [-0.38, -0.84, 1.56], [0.05, -0.19, -0.02], [0.18, -0.01, 0.15], [-0.23, -0.45, 0.25]]
}


{
  "formula": "C19H18BrN3O4S",
  "method": "the ωB97M-V functional and the def2-TZVPD basis",
  "total_energy_ev": -113513.037,
  "homo_lumo_gap_ev": 7.84,
  "homo_ha": -0.306,
  "lumo_energy_ev": -0.50,
  "species": ["O", "C", "C", "C", "C", "C", "N", "N", "C", "O", "C", "C", "C", "C", "C", "C", "H", "H", "N", "S", "O", "O", "C", "C", "C", "C", "C", "C", "H", "H", "Br", "H", "H", "H", "H", "H", "H", "C", "H", "H", "H", "H", "H", "H", "H", "H"],
  "xyz": [[-4.0257, -2.9936, -2.4096], [-4.3917, -2.2986, -1.6437], [-5.4598, -2.6615, -0.7107], [-6.1453, -1.6481, 0.1207], [-5.0677, -1.0865, 0.7713], [-4.0021, -0.6233, 0.0700], [-2.9373, -0.1338, 0.5374], [-2.6148, 0.3367, 1.5286], [-1.4615, 0.8408, 2.0366], [-1.2520, 0.8851, 3.3287], [-0.3942, 1.3806, 1.2008], [0.8620, 1.3012, 1.5827], [2.0571, 1.3674, 0.7728], [1.8397, 1.9925, -0.4070], [0.5057, 1.8957, -1.0714], [-0.6192, 1.5221, -0.0169], [-1.5115, 1.4100, -0.4931], [0.3076, 2.1523, -1.8878], [2.9852, 2.3287, -1.3361], [4.4362, 2.5516, -0.6952], [5.0467, 2.9667, -2.1012], [4.4132, 3.3973, 0.5269], [5.0483, 0.9697, -0.3887], [5.5034, 0.6216, 0.9799], [6.0238, -0.5347, 0.8392], [6.0448, -1.6462, 0.0762], [5.4651, -1.5681, -1.1757], [5.0354, 0.0578, -1.4693], [4.5295, 0.1233, -2.2959], [5.4554, -2.1891, -1.8609], [6.5984, -3.3090, 0.4026], [6.3990, -0.9753, 1.9247], [5.6351, 1.3946, 1.5677], [2.6414, 2.4116, -2.2246], [3.0003, 1.5101, 1.2914], [1.1620, 1.1470, 2.7583], [-3.2417, 0.1032, 2.2128], [-4.1052, -0.8319, -1.1688], [-4.9039, -0.1737, -1.8492], [-3.2871, -0.5360, -1.8718], [-4.6402, -1.6505, 1.8724], [-5.6278, 0.0604, 1.6507], [-6.8076, -0.9463, -0.4756], [-6.9922, -2.1511, 0.8704], [-5.2679, -3.4411, -0.1023], [-6.2392, -3.3297, -1.2670]],
  "forces_ev_per_angstrom": [[5.23, -6.56, -9.10], [-5.34, 7.97, 9.92], [-5.27, -2.91, -2.68], [-6.14, -1.95, -0.47], [-1.13, 3.70, 12.83], [2.70, 2.32, 8.53], [0.26, -3.23, -15.16], [1.94, 3.82, 12.06], [2.76, 1.39, 6.43], [-1.99, -0.58, -5.13], [-1.74, -2.27, 5.11], [7.84, -1.13, 5.21], [-2.67, 1.98, 3.25], [-1.26, -0.92, -6.57], [2.84, -4.19, 18.66], [3.72, 3.18, -12.74], [-2.50, -0.21, -0.84], [-2.91, 3.78, -12.41], [-3.87, -1.20, 6.39], [1.86, 4.18, -5.95], [-0.64, -0.77, 5.35], [0.23, -2.25, -2.60], [-0.06, -1.83, -0.28], [-2.31, 1.21, -8.47], [3.98, -5.84, 9.62], [-2.64, 0.39, -5.83], [-0.10, 12.78, 6.70], [2.84, -4.76, 7.16], [-2.40, 1.28, -4.68], [-0.38, -5.94, -6.47], [1.38, -2.46, 1.63], [-0.23, 1.40, -2.14], [0.50, 3.05, 3.78], [0.46, 0.73, -2.85], [-0.18, -0.63, -0.04], [-1.32, 0.11, -3.07], [-1.72, 0.06, 4.00], [0.49, -0.38, -18.30], [0.99, -1.53, 2.12], [0.31, 0.10, 1.26], [-1.42, 0.96, -3.29], [1.42, -2.41, -2.19], [1.15, -0.49, 0.54], [2.47, 1.11, -1.84], [1.93, -2.57, 2.48], [0.92, 1.48, 0.06]]
}